# 1
Below is a 10-piece molecular cluster, C26H57NO9S3 overall, with properties calculated with ωB97M-V/def2-TZVPD.

Highest occupied orbital energy = -8.387 eV
Energy relative to the best compared isomer or geometry (same formula, charge and spin) = 0.4748 eV
Frontier orbital gap = 8.63 eV

Atoms and positions in Å:
C  4.09  0.96  -2.92
C  2.81  0.30  -3.26
N  1.80  -0.18  -3.47
H  3.90  2.00  -2.66
H  4.75  0.86  -3.77
H  4.45  0.49  -2.01
C  0.12  -0.72  -0.62
S  -0.69  -0.42  0.98
O  0.44  0.07  1.85
C  -1.61  1.08  0.51
H  0.70  -1.60  -0.89
H  0.70  0.14  -0.95
H  -0.74  -0.78  -1.30
H  -2.21  0.90  -0.37
H  -0.97  1.95  0.35
H  -2.19  1.45  1.36
C  -0.13  -1.61  4.93
S  -0.77  -3.08  5.77
O  -2.17  -2.77  6.19
C  -0.89  -4.17  4.32
H  -0.82  -1.17  4.22
H  0.87  -1.72  4.50
H  0.01  -0.87  5.72
H  -1.30  -3.67  3.44
H  -1.58  -5.00  4.44
H  0.12  -4.52  4.11
C  1.69  -4.88  -1.96
S  1.60  -5.64  -3.61
O  1.01  -7.01  -3.39
C  0.17  -4.75  -4.25
H  1.76  -3.79  -2.04
H  2.58  -5.21  -1.44
H  0.76  -5.09  -1.43
H  -0.75  -5.00  -3.74
H  0.06  -5.01  -5.30
H  0.38  -3.68  -4.22
C  -1.65  2.81  4.14
C  -0.50  3.61  3.60
O  -0.64  4.62  2.95
C  0.92  3.11  3.87
H  -1.45  2.40  5.14
H  -1.83  1.87  3.61
H  -2.54  3.43  4.22
H  0.91  2.04  4.05
H  1.34  3.77  4.63
H  1.43  3.42  2.96
C  2.48  -3.09  0.89
C  3.57  -2.36  0.18
O  3.53  -2.15  -1.02
C  4.87  -2.10  0.92
H  2.62  -2.95  1.97
H  2.52  -4.18  0.85
H  1.50  -2.69  0.62
H  5.24  -1.12  0.63
H  5.57  -2.89  0.66
H  4.68  -2.06  1.99
C  -4.06  5.07  -1.27
C  -4.23  3.80  -0.46
O  -3.67  2.80  -0.83
C  -5.15  3.83  0.73
H  -3.49  4.87  -2.17
H  -3.53  5.84  -0.70
H  -5.04  5.45  -1.56
H  -6.18  3.72  0.38
H  -5.08  4.72  1.35
H  -4.92  2.99  1.39
C  -0.62  2.42  -3.12
C  -0.77  3.37  -4.29
O  0.19  3.87  -4.83
C  -2.09  3.37  -5.00
H  -0.20  3.05  -2.33
H  0.08  1.65  -3.43
H  -1.50  1.87  -2.79
H  -2.94  3.81  -4.46
H  -2.41  2.34  -5.17
H  -2.18  4.01  -5.88
C  3.89  3.83  0.06
C  2.87  2.73  -0.14
O  2.01  2.84  -0.96
C  3.05  1.47  0.65
H  4.90  3.44  0.23
H  3.66  4.52  0.88
H  3.96  4.43  -0.85
H  3.87  0.89  0.22
H  2.15  0.90  0.45
H  3.25  1.44  1.72
C  -2.35  -4.04  0.63
C  -2.16  -3.47  -0.75
O  -1.38  -3.99  -1.51
C  -3.12  -2.39  -1.17
H  -1.62  -3.55  1.27
H  -2.34  -5.13  0.62
H  -3.35  -3.85  1.05
H  -4.15  -2.60  -0.90
H  -3.02  -2.25  -2.25
H  -2.90  -1.40  -0.75

=====

# 2
Below is C26H58AlBrF2N5O13PS2 as an isolated structure, with properties calculated with ωB97M-V/def2-TZVPD.

Highest occupied orbital energy = -7.305 eV
Frontier orbital gap = 2.47 eV

Atoms and positions in Å:
C  -2.89  -3.77  -1.21
C  -2.26  -2.86  -2.34
C  -0.90  -2.13  -1.94
Br  -0.23  -2.91  -0.23
N  0.14  -2.12  -3.02
C  -0.26  -1.39  -4.26
C  0.55  -2.09  -5.45
N  1.98  -2.34  -5.06
C  2.38  -1.44  -3.95
C  1.50  -1.63  -2.62
C  1.54  -0.25  -1.88
C  2.83  -0.24  -0.91
C  2.36  -0.10  0.60
S  1.60  1.56  0.86
C  0.01  1.26  1.77
S  0.03  1.36  3.42
N  -1.12  0.96  0.93
C  -2.29  0.49  1.72
C  -2.09  -1.00  2.28
C  -1.55  2.17  0.18
C  -2.28  1.86  -1.19
H  -3.10  -3.20  -0.26
H  -3.92  -4.08  -1.59
H  -2.33  -4.72  -1.05
H  -3.02  -2.03  -2.52
H  -2.20  -3.41  -3.33
H  -1.18  -1.08  -1.66
H  0.27  -3.11  -3.31
H  -1.35  -1.50  -4.53
H  -0.07  -0.28  -4.21
H  0.43  -1.55  -6.43
H  0.08  -3.11  -5.56
H  2.57  -2.06  -5.86
H  3.46  -1.54  -3.65
H  2.29  -0.37  -4.35
H  2.00  -2.47  -2.06
H  0.66  -0.04  -1.21
H  1.70  0.62  -2.59
H  3.38  -1.22  -0.99
H  3.49  0.64  -1.14
H  3.27  -0.24  1.26
H  1.65  -0.92  0.90
H  -2.60  1.20  2.54
H  -3.17  0.43  1.00
H  -1.18  -1.49  1.82
H  -2.99  -1.61  1.97
H  -2.04  -1.01  3.39
H  -2.30  2.72  0.84
H  -0.71  2.89  -0.01
H  -3.38  2.11  -1.08
H  -1.88  2.59  -1.94
H  -2.17  0.80  -1.55
C  1.49  -7.09  -8.90
C  2.04  -5.79  -9.43
O  0.87  -5.07  -9.77
C  -0.10  -5.52  -8.93
O  -1.14  -4.96  -8.74
O  0.26  -6.68  -8.32
F  2.77  -5.98  -10.55
H  1.30  -7.81  -9.70
H  2.15  -7.55  -8.17
H  2.62  -5.22  -8.70
C  1.52  8.54  7.38
O  0.77  7.33  7.42
C  -0.18  7.22  6.36
C  0.25  6.17  5.34
N  1.40  6.62  4.57
C  2.07  5.56  3.80
C  2.63  4.36  4.56
O  3.76  4.65  5.38
C  3.44  5.22  6.64
H  2.04  8.63  8.33
H  2.27  8.51  6.59
H  0.87  9.41  7.25
H  -0.39  8.18  5.89
H  -1.11  6.88  6.83
H  -0.58  5.97  4.66
H  0.47  5.25  5.89
H  2.08  7.03  5.19
H  2.90  6.04  3.27
H  1.37  5.20  3.03
H  3.00  3.65  3.81
H  1.87  3.81  5.13
H  2.52  4.82  7.05
H  3.40  6.30  6.56
H  4.26  4.98  7.33
F  -2.16  -3.00  3.66
O  -0.30  1.96  -3.51
H  0.41  2.04  -2.86
H  -0.43  2.86  -3.83
C  -5.82  1.13  3.78
N  -5.35  2.08  2.74
O  -4.59  2.95  3.08
O  -5.78  1.91  1.61
H  -5.37  1.40  4.73
H  -6.91  1.21  3.83
H  -5.52  0.13  3.47
C  0.35  -4.43  3.86
O  -0.40  -4.40  2.65
H  0.38  -5.46  4.22
H  1.36  -4.08  3.68
H  -0.14  -3.80  4.61
H  -0.42  -3.49  2.36
O  0.30  -4.66  -1.71
P  0.82  -6.04  -2.17
O  0.75  -7.01  -0.99
O  2.27  -5.90  -2.61
O  -0.04  -6.62  -3.33
Al  -1.01  -5.77  -4.82

=====

# 3
Below is a 9-piece molecular cluster, C26H58Br4N6O9 overall, with properties calculated with ωB97M-V/def2-TZVPD.

Highest occupied orbital energy = -8.831 eV
SMILES = CCOC(=O)OC.CN(C)C=O.CN(C)C=O.CN(C)C=O.CN(C)C=O.CN(C)C=O.CN(C)C=O.BrCCBr.BrCCBr
Energy relative to the best compared isomer or geometry (same formula, charge and spin) = 0.0000 eV
Frontier orbital gap = 9.12 eV

Atoms and positions in Å:
C  6.64  -18.13  25.64
C  6.59  -16.65  26.17
O  5.75  -16.66  27.28
C  5.73  -15.66  28.13
O  6.63  -14.82  28.28
O  4.55  -15.78  28.75
C  4.02  -14.67  29.45
H  7.51  -18.14  24.99
H  5.77  -18.21  24.99
H  6.79  -18.81  26.47
H  6.28  -16.01  25.34
H  7.64  -16.40  26.31
H  3.19  -14.96  30.08
H  3.83  -13.81  28.80
H  4.80  -14.27  30.10
C  11.43  -15.83  25.56
N  10.23  -15.29  24.99
C  9.68  -14.14  25.71
C  9.65  -15.85  23.95
O  8.50  -15.70  23.59
H  11.75  -16.74  25.06
H  11.38  -16.10  26.61
H  12.25  -15.13  25.39
H  9.30  -14.50  26.67
H  10.42  -13.41  26.07
H  8.96  -13.50  25.21
H  10.35  -16.46  23.35
C  3.35  -12.71  34.63
N  3.26  -12.19  33.27
C  4.17  -11.10  32.99
C  2.47  -12.76  32.34
O  2.41  -12.45  31.18
H  3.30  -11.78  35.20
H  4.32  -13.17  34.84
H  2.47  -13.32  34.80
H  3.96  -10.26  33.65
H  5.22  -11.36  33.17
H  4.04  -10.85  31.94
H  1.98  -13.67  32.71
C  3.05  -18.58  26.27
N  2.46  -19.05  27.54
C  2.15  -20.47  27.62
C  2.17  -18.13  28.47
O  1.62  -18.34  29.53
H  2.32  -18.50  25.46
H  3.89  -19.22  26.00
H  3.45  -17.57  26.31
H  1.91  -20.74  28.65
H  1.14  -20.63  27.20
H  2.89  -21.07  27.10
H  2.50  -17.15  28.08
C  8.02  -12.12  29.39
N  8.04  -12.87  30.65
C  7.53  -12.16  31.79
C  8.54  -14.12  30.80
O  8.67  -14.68  31.89
H  8.78  -11.39  29.66
H  7.08  -11.61  29.17
H  8.33  -12.74  28.55
H  7.33  -12.76  32.67
H  8.28  -11.39  32.01
H  6.62  -11.64  31.52
H  8.73  -14.67  29.87
C  6.29  -14.03  22.51
N  5.19  -14.15  23.43
C  5.19  -13.32  24.60
C  4.50  -15.28  23.39
O  3.65  -15.70  24.17
H  5.91  -14.10  21.49
H  6.93  -14.92  22.57
H  6.87  -13.14  22.73
H  4.28  -13.49  25.17
H  6.05  -13.56  25.24
H  5.18  -12.26  24.36
H  4.78  -15.93  22.54
C  4.99  -21.37  30.80
N  5.66  -20.79  29.61
C  5.51  -19.38  29.48
C  6.20  -21.62  28.69
O  6.49  -21.29  27.56
H  3.94  -21.08  30.87
H  5.51  -20.86  31.62
H  5.07  -22.44  30.92
H  4.45  -19.12  29.38
H  5.82  -18.82  30.37
H  6.07  -19.04  28.62
H  6.39  -22.64  29.06
Br  8.04  -21.67  19.91
C  6.77  -20.39  20.73
C  6.09  -20.85  22.04
Br  7.27  -21.65  23.33
H  5.97  -20.32  19.99
H  7.19  -19.39  20.70
H  5.22  -21.47  21.88
H  5.72  -20.02  22.63
Br  4.61  -11.52  27.32
C  3.85  -10.51  28.86
C  4.66  -9.20  29.13
Br  3.94  -8.43  30.83
H  3.93  -11.12  29.75
H  2.79  -10.24  28.79
H  4.35  -8.51  28.34
H  5.74  -9.29  29.17

=====

# 4
Below is a 9-piece molecular cluster, C26H58Br4N6O9 overall, with properties calculated with ωB97M-V/def2-TZVPD.

Highest occupied orbital energy = -9.067 eV
SMILES = CCOC(=O)OC.CN(C)C=O.CN(C)C=O.CN(C)C=O.CN(C)C=O.CN(C)C=O.CN(C)C=O.BrCCBr.BrCCBr
Energy relative to the best compared isomer or geometry (same formula, charge and spin) = 0.0962 eV
Frontier orbital gap = 9.22 eV

Atoms and positions in Å:
C  0.36  -3.57  -2.42
C  0.06  -4.95  -2.96
O  -1.21  -5.37  -2.47
C  -2.11  -5.83  -3.34
O  -2.02  -5.83  -4.53
O  -3.09  -6.35  -2.63
C  -4.34  -6.61  -3.24
H  -0.23  -2.79  -2.92
H  1.41  -3.34  -2.61
H  0.26  -3.41  -1.35
H  0.83  -5.64  -2.59
H  0.08  -5.03  -4.05
H  -4.28  -7.51  -3.85
H  -4.68  -5.74  -3.80
H  -5.12  -6.81  -2.51
C  0.69  4.21  -2.34
N  1.40  5.47  -2.25
C  0.93  6.58  -3.01
C  2.32  5.58  -1.27
O  3.10  6.50  -1.10
H  1.14  3.34  -1.86
H  0.67  3.94  -3.40
H  -0.37  4.25  -2.06
H  0.97  6.41  -4.09
H  -0.15  6.74  -2.86
H  1.35  7.51  -2.65
H  2.30  4.72  -0.59
C  2.60  -0.28  3.46
N  3.01  -1.47  4.17
C  2.32  -1.69  5.43
C  4.05  -2.22  3.74
O  4.48  -3.18  4.36
H  3.08  -0.20  2.47
H  3.09  0.64  3.81
H  1.53  -0.19  3.31
H  2.66  -1.02  6.23
H  1.27  -1.50  5.25
H  2.44  -2.72  5.74
H  4.42  -1.88  2.76
C  3.54  6.52  2.19
N  2.82  5.24  2.31
C  3.58  4.01  2.36
C  1.47  5.22  2.10
O  0.83  4.18  2.06
H  2.83  7.34  2.10
H  3.98  6.45  1.19
H  4.32  6.65  2.94
H  2.92  3.22  2.70
H  3.94  3.64  1.40
H  4.39  4.16  3.08
H  1.08  6.25  2.09
C  2.68  -2.38  0.09
N  3.27  -3.68  -0.22
C  2.52  -4.87  0.17
C  4.45  -3.81  -0.85
O  4.95  -4.88  -1.16
H  1.91  -2.28  0.85
H  2.21  -2.13  -0.87
H  3.46  -1.65  0.30
H  2.44  -4.80  1.27
H  1.49  -4.90  -0.19
H  3.15  -5.73  -0.03
H  4.84  -2.84  -1.19
C  -1.63  0.63  1.08
N  -0.32  0.43  0.46
C  -0.39  -0.37  -0.73
C  0.69  1.27  0.72
O  1.69  1.39  0.02
H  -2.04  -0.36  1.33
H  -2.36  1.02  0.36
H  -1.54  1.15  2.02
H  -0.87  0.15  -1.56
H  0.59  -0.41  -1.21
H  -0.85  -1.35  -0.66
H  0.49  1.81  1.65
C  -4.09  -3.69  -0.91
N  -3.87  -2.41  -0.22
C  -3.67  -2.61  1.21
C  -3.82  -1.27  -0.93
O  -3.44  -0.21  -0.45
H  -4.45  -3.60  -1.93
H  -4.63  -4.49  -0.39
H  -3.08  -4.12  -1.02
H  -3.00  -3.44  1.40
H  -3.23  -1.73  1.68
H  -4.65  -2.76  1.66
H  -4.13  -1.46  -1.96
Br  -2.42  4.37  -5.80
C  -2.44  2.49  -5.24
C  -1.10  1.86  -5.56
Br  -0.74  0.37  -4.31
H  -3.23  1.95  -5.77
H  -2.80  2.46  -4.22
H  -0.39  2.68  -5.45
H  -1.06  1.44  -6.56
Br  -1.92  1.18  4.60
C  -3.66  2.07  4.25
C  -4.21  2.76  5.48
Br  -5.87  3.61  4.89
H  -4.32  1.33  3.81
H  -3.49  2.79  3.46
H  -3.40  3.31  5.96
H  -4.62  2.08  6.21